Formula: C12H26BN2O2P2Tc
Source: the Open Molecules 2025 dataset
Level of theory: ωB97M-V with the def2-TZVPD basis set

Element x y z (Å)
Tc: 0.175 0.637 0.305
P: 2.119 -0.740 0.627
C: 2.336 -1.857 -0.816
C: 1.196 -1.699 -1.628
N: 0.053 -0.951 -1.214
C: -1.149 -1.343 -1.715
C: -1.255 -2.276 -2.757
C: -0.103 -2.769 -3.382
C: 1.121 -2.343 -2.899
C: -2.423 -0.706 -1.126
P: -1.992 0.867 -0.215
H: 2.054 -2.679 -3.359
H: -2.247 -2.541 -3.114
H: -0.178 -3.483 -4.196
H: -3.173 -0.507 -1.920
H: -2.920 -1.406 -0.417
H: 2.693 1.358 -1.957
H: 3.234 -1.636 -1.486
H: 0.748 4.483 -1.314
O: 1.739 1.481 -1.715
H: 1.247 1.797 -2.508
H: -0.597 1.644 1.345
O: 0.399 5.307 -0.928
H: 0.129 5.032 -0.003
C: -2.547 2.115 -1.432
H: -3.604 2.017 -1.729
H: -2.354 3.088 -0.964
H: -1.929 2.045 -2.333
C: -3.315 0.949 1.038
H: -3.043 1.782 1.696
H: -4.308 1.134 0.606
H: -3.337 0.024 1.627
C: 1.901 -2.330 1.536
H: 2.816 -2.926 1.366
H: 1.691 -2.150 2.594
H: 1.085 -2.857 1.018
C: 3.575 0.158 1.305
H: 3.365 0.423 2.356
H: 4.499 -0.445 1.268
H: 3.751 1.111 0.773
B: -0.294 0.053 4.797
C: -0.183 0.082 3.303
N: -0.049 0.139 2.130
H: -1.322 0.581 5.209
H: 0.731 0.511 5.310
H: -0.333 -1.175 4.916

Values from the calculation:
**2S+1**: 4
**E_tot**: -1519.8559 hartree
**Highest occupied orbital energy (spin up / spin down)**: -18.43 / -18.70 eV
**Total charge**: +3